This record from OMol25 describes a cluster of 8 separate species, C60H86N11O3PS2 in total in a non-equilibrium geometry. The level of theory is ωB97M-V/def2-TZVPD.

- SMILES = CCCN[C@H](O[C@H](CCCN)[C@@H](CSCC)OCCCCCCCCSc1nnco1)P(C)CC.c1ccncc1.c1ccncc1.c1ccncc1.c1ccncc1.c1ccncc1.c1ccncc1.c1ccncc1
- electronic energy (Ha) = -4303.25152
- HOMO-LUMO gap (eV) = 7.93

```
163
Properties=species:S:1:pos:R:3:forces:R:3:mulliken_charge:R:1
C -6.493 6.462 -8.362 -0.955 0.176 0.261 -1.09
C -6.093 5.806 -6.957 0.373 0.622 0.437 -0.19
C -4.530 6.055 -6.581 -0.676 0.192 -0.567 -0.37
N -3.708 4.808 -6.702 -0.258 1.076 1.435 -0.11
C -3.892 3.910 -5.521 0.681 0.431 -1.326 0.44
O -2.729 3.928 -4.630 -1.399 -0.470 0.254 -0.41
C -3.187 3.581 -3.276 -1.015 0.276 0.128 0.05
C -3.692 4.924 -2.574 -1.198 0.013 -0.857 -0.80
C -5.239 4.741 -2.143 0.203 0.846 1.011 -0.11
C -5.880 6.180 -1.727 0.156 -1.545 0.445 0.06
N -6.597 6.831 -2.863 1.342 0.085 0.115 -0.60
C -2.148 2.695 -2.450 1.113 -0.988 -0.506 -0.44
C -0.800 2.322 -3.276 0.068 -1.683 0.542 -0.81
S 0.573 3.547 -3.018 0.317 -0.080 -0.555 -0.15
C 2.205 2.671 -3.333 0.682 -1.515 0.539 -0.25
C 2.749 1.958 -1.982 -0.003 0.118 -0.547 -0.93
O -1.717 3.239 -1.191 -0.949 -0.282 -0.132 -0.32
C -2.623 2.920 -0.110 -0.977 -0.345 -0.210 0.02
C -2.336 1.504 0.593 -1.039 0.506 0.728 -0.52
C -1.774 1.751 2.075 1.074 -0.419 -0.084 0.03
C -0.745 0.577 2.492 -0.599 -0.109 -0.418 -0.90
C -1.454 -0.709 3.122 0.451 -0.425 0.582 -0.15
C -2.220 -0.434 4.509 -0.021 0.150 0.490 -0.49
C -1.826 -1.458 5.683 -0.830 0.701 -0.124 -0.57
C -2.445 -2.923 5.530 0.914 0.230 2.055 -0.66
S -1.613 -4.012 4.280 1.289 -0.337 0.306 -0.08
C 0.052 -4.519 4.882 3.420 -3.319 1.188 0.35
N 0.651 -5.818 4.725 -2.781 3.153 -0.127 -0.61
N 1.902 -5.891 5.236 -0.455 6.336 1.641 0.11
C 2.128 -4.579 5.763 -1.620 -2.582 -1.389 -0.14
O 1.013 -3.745 5.577 0.402 -1.949 -0.811 -0.18
P -4.274 2.158 -6.203 -1.168 -1.129 0.381 -0.28
C -2.716 1.076 -6.242 0.228 0.070 -0.889 -0.75
C -4.757 2.341 -8.053 0.446 -0.179 -0.346 -0.24
C -5.676 1.103 -8.515 0.623 0.603 0.224 -0.86
H -7.564 6.868 -8.256 1.510 -0.629 -0.295 0.31
H -5.845 7.381 -8.613 -0.834 -1.607 0.319 0.29
H -6.527 5.711 -9.228 0.383 1.137 1.240 0.24
H -6.365 4.693 -6.899 0.455 1.604 -0.165 0.24
H -6.699 6.337 -6.134 0.777 -0.813 -1.265 0.22
H -4.510 6.509 -5.524 0.238 -0.524 -1.409 0.04
H -4.126 6.804 -7.353 -0.497 -0.976 1.360 0.46
H -2.719 5.074 -6.817 -0.605 -0.421 0.296 0.28
H -4.850 4.244 -4.983 1.413 -0.438 -0.632 -0.33
H -4.123 2.925 -3.445 1.454 0.813 0.463 0.42
H -3.032 5.331 -1.746 -0.863 -0.833 -0.862 0.47
H -3.707 5.736 -3.395 0.175 -1.240 1.152 0.33
H -5.351 4.066 -1.223 0.325 0.739 -1.349 0.11
H -5.858 4.260 -2.989 0.983 0.788 1.219 0.20
H -5.030 6.820 -1.291 -1.385 -0.689 -0.829 0.38
H -6.620 5.995 -0.876 0.938 0.289 -1.100 -0.55
H -6.866 6.106 -3.554 0.346 0.783 0.579 0.28
H -5.910 7.473 -3.302 -0.892 -0.654 0.007 0.33
H -2.638 1.677 -2.219 0.535 1.474 -0.558 0.21
H -0.437 1.329 -2.810 -0.520 1.463 -0.629 0.47
H -0.999 2.095 -4.371 0.148 0.687 1.440 0.18
H 3.000 3.395 -3.740 -1.546 -0.785 0.687 0.25
H 2.109 1.837 -4.102 -0.091 1.248 0.762 0.23
H 2.735 2.701 -1.118 0.002 -1.071 -1.095 0.26
H 2.103 1.048 -1.736 0.744 1.377 -0.218 0.21
H 3.815 1.564 -2.140 -1.437 0.657 0.163 0.34
H -3.688 2.881 -0.545 1.447 0.235 0.764 -0.05
H -2.572 3.783 0.651 0.016 -1.361 -1.147 0.24
H -3.365 0.992 0.704 1.597 0.554 -0.301 0.19
H -1.674 0.814 -0.041 -0.801 1.229 0.897 0.27
H -1.187 2.739 2.093 -0.918 -1.451 -0.003 0.03
H -2.630 1.829 2.838 1.244 -0.056 -1.162 0.25
H -0.245 0.238 1.518 -0.463 0.488 1.418 0.32
H 0.080 0.963 3.191 -1.357 -0.518 -0.874 0.17
H -0.618 -1.463 3.363 -1.189 1.068 -0.459 0.15
H -2.150 -1.260 2.392 1.014 1.020 0.880 0.24
H -1.959 0.617 4.909 -0.348 -1.530 -0.742 0.27
H -3.368 -0.461 4.405 1.710 0.079 -0.029 0.28
H -2.268 -1.019 6.655 0.685 -0.742 -1.377 0.35
H -0.692 -1.455 5.802 -1.458 -0.349 -0.154 0.22
H -3.569 -2.925 5.315 1.709 0.003 -0.129 0.41
H -2.323 -3.449 6.550 -0.273 0.726 -1.560 0.34
H 3.044 -4.163 6.289 -1.624 -0.638 -0.802 0.36
H -2.999 0.142 -6.854 0.303 1.641 0.770 0.00
H -2.401 0.692 -5.218 -0.428 0.812 -1.328 0.27
H -1.900 1.655 -6.791 -0.653 -1.044 0.878 0.39
H -3.768 2.377 -8.625 -1.414 0.023 0.414 0.32
H -5.317 3.312 -8.244 0.894 -1.189 0.457 0.09
H -6.019 1.292 -9.599 0.527 -0.476 1.645 0.37
H -5.065 0.134 -8.426 -1.195 1.325 -0.203 0.14
H -6.582 1.069 -7.820 1.203 -0.164 -1.029 0.29
N 4.980 -8.895 6.266 0.365 0.612 0.084 -0.57
C 4.495 -7.745 5.771 -0.040 -0.669 0.037 -0.40
C 5.130 -6.521 5.903 0.171 -0.002 0.141 -0.18
C 6.336 -6.477 6.589 -0.017 0.042 -0.009 -0.63
C 6.859 -7.651 7.113 -0.001 0.218 -0.045 -0.08
C 6.149 -8.826 6.924 -0.503 -0.252 -0.215 -0.26
H 3.550 -7.830 5.247 0.063 0.128 0.039 0.42
H 4.694 -5.625 5.481 0.016 -0.104 -0.059 0.49
H 6.863 -5.537 6.715 -0.012 -0.049 -0.007 0.37
H 7.796 -7.654 7.654 -0.071 -0.109 -0.031 0.36
H 6.519 -9.769 7.311 0.120 0.115 0.022 0.47
N -8.920 5.605 2.843 -0.225 0.468 -0.334 -0.53
C -8.485 5.880 1.604 -0.117 -0.192 0.528 -0.19
C -8.969 6.923 0.831 -0.064 0.063 0.008 -0.07
C -9.963 7.729 1.365 -0.044 0.070 -0.029 -0.52
C -10.433 7.466 2.643 0.061 0.018 -0.129 -0.28
C -9.881 6.400 3.337 0.384 -0.399 -0.062 -0.26
H -7.710 5.220 1.229 -0.012 0.042 -0.040 0.38
H -8.578 7.101 -0.164 -0.008 -0.016 0.028 0.37
H -10.369 8.555 0.790 0.029 -0.053 0.028 0.37
H -11.208 8.074 3.091 0.039 -0.044 0.004 0.35
H -10.212 6.156 4.341 -0.032 0.050 -0.035 0.35
N 8.681 -9.724 8.929 0.357 -0.087 0.660 -0.23
C 8.034 -9.838 10.100 0.109 0.044 -0.534 -0.06
C 8.671 -9.981 11.322 0.114 -0.007 -0.011 -0.64
C 10.058 -10.013 11.340 0.060 -0.004 0.066 -0.28
C 10.751 -9.899 10.144 -0.086 0.000 0.139 -0.38
C 10.022 -9.756 8.975 -0.484 0.056 -0.271 -0.27
H 6.951 -9.811 10.034 0.011 0.006 0.060 0.36
H 8.097 -10.066 12.236 0.001 0.001 -0.061 0.37
H 10.593 -10.125 12.276 -0.034 0.005 -0.054 0.36
H 11.834 -9.920 10.120 -0.054 -0.012 -0.048 0.38
H 10.520 -9.659 8.015 0.064 -0.067 0.062 0.38
N 5.292 1.802 -5.469 0.081 0.284 -0.561 -0.43
C 5.731 3.064 -5.591 -0.180 -0.500 0.201 -0.15
C 5.951 3.691 -6.806 -0.020 -0.071 -0.094 -0.47
C 5.709 2.973 -7.968 0.013 0.036 -0.091 -0.15
C 5.257 1.665 -7.871 0.042 0.130 0.005 -0.38
C 5.064 1.130 -6.608 0.037 0.132 0.542 -0.19
H 5.909 3.584 -4.654 0.012 0.040 -0.052 0.37
H 6.303 4.714 -6.844 -0.017 -0.050 0.030 0.35
H 5.870 3.428 -8.939 -0.011 -0.027 0.060 0.36
H 5.058 1.075 -8.757 -0.001 0.008 0.060 0.35
H 4.708 0.113 -6.481 0.015 0.023 -0.064 0.35
N 12.624 -10.536 6.214 0.095 0.312 -0.548 -0.49
C 13.026 -9.262 6.088 -0.166 -0.509 0.174 -0.01
C 13.263 -8.644 4.871 -0.011 -0.065 -0.084 -0.53
C 13.078 -9.384 3.713 0.012 0.026 -0.091 -0.13
C 12.665 -10.704 3.813 0.049 0.141 0.008 -0.42
C 12.452 -11.229 5.078 0.011 0.113 0.540 -0.16
H 13.159 -8.725 7.022 0.013 0.050 -0.053 0.35
H 13.583 -7.610 4.830 -0.016 -0.049 0.029 0.35
H 13.255 -8.936 2.741 -0.014 -0.026 0.061 0.36
H 12.512 -11.311 2.930 -0.007 0.009 0.063 0.35
H 12.124 -12.255 5.208 0.009 0.030 -0.063 0.35
N 0.084 3.897 4.332 0.315 0.543 0.079 -0.25
C -0.397 5.062 3.871 0.076 -0.548 0.133 -0.02
C 0.257 6.275 4.011 0.105 -0.007 0.067 -0.73
C 1.478 6.290 4.669 0.049 0.077 0.012 -0.08
C 1.997 5.100 5.157 -0.060 0.105 -0.052 -0.60
C 1.267 3.939 4.962 -0.475 -0.176 -0.229 -0.10
H -1.356 5.000 3.367 0.020 0.060 -0.005 0.39
H -0.177 7.185 3.617 -0.001 -0.061 0.009 0.35
H 2.020 7.220 4.800 -0.033 -0.057 -0.010 0.37
H 2.947 5.075 5.675 -0.047 -0.028 -0.026 0.35
H 1.633 2.982 5.322 0.040 0.056 0.016 0.35
N -4.640 -2.165 -7.067 0.259 -0.590 -0.030 -0.17
C -3.398 -2.540 -6.727 -0.474 0.175 -0.108 0.30
C -2.958 -3.854 -6.739 -0.093 -0.094 -0.031 -0.83
C -3.854 -4.842 -7.121 0.023 -0.090 -0.006 -0.13
C -5.146 -4.481 -7.477 0.142 -0.016 0.045 -0.55
C -5.486 -3.139 -7.435 0.185 0.504 0.112 -0.17
H -2.736 -1.733 -6.432 0.069 -0.155 0.036 0.18
H -1.942 -4.099 -6.456 -0.046 0.037 -0.004 0.36
H -3.548 -5.882 -7.142 -0.018 0.064 0.002 0.38
H -5.871 -5.225 -7.780 0.016 0.058 0.011 0.35
H -6.482 -2.806 -7.707 0.015 -0.059 0.000 0.36
```
Forces are in eV/Å.